A molecular structure, C25H32I2N5OPRbS, computed with wB97M-V/def2-TZVPD.

Atoms and positions in Å:
Rb: 0.72498 -0.08017 1.78777
N: -1.11916 -4.11633 4.73364
C: -0.98356 -2.92379 4.06243
S: -0.65140 -3.02647 2.38352
N: -1.15251 -1.88015 4.86371
N: -0.94226 -0.66952 4.30001
C: -1.28136 0.31958 5.03845
C: -1.13485 1.71490 4.61541
C: -1.58570 2.73020 5.46543
C: -1.45627 4.04918 5.07620
C: -0.87516 4.33681 3.84979
C: -0.45134 3.27139 3.06887
N: -0.57738 1.99946 3.43156
H: -1.29993 -4.92025 4.15993
H: -1.57087 -4.05871 5.63228
H: -1.71564 0.14082 6.02423
H: -2.03175 2.46888 6.41649
H: -1.80248 4.84631 5.72282
H: -0.74500 5.35326 3.50525
H: 0.02217 3.44290 2.10607
I: 2.48042 4.52217 -1.45034
C: 3.40087 2.64900 -1.52588
C: 4.43766 2.43828 -2.43124
C: 5.07510 1.22630 -2.50895
I: 6.61667 1.00575 -3.91212
C: 4.68842 0.16083 -1.65675
C: 5.27907 -1.12275 -1.66769
C: 4.83004 -2.09356 -0.81763
C: 3.77964 -1.78262 0.06179
N: 3.21013 -0.60343 0.10481
C: 3.63325 0.37340 -0.72999
C: 2.92507 1.66613 -0.62629
O: 1.98204 1.84243 0.17775
H: 4.73818 3.24772 -3.08353
H: 6.08625 -1.32624 -2.35924
H: 5.26535 -3.08407 -0.81484
H: 3.39412 -2.53589 0.74383
C: 0.08726 1.51615 -2.74435
C: -0.13752 0.00143 -2.74413
C: -0.66317 -0.49366 -4.09117
P: -1.01827 -0.44249 -1.17084
C: -2.58797 0.55775 -1.12501
C: -3.42586 0.04955 0.05132
C: -3.43901 0.72638 -2.38344
C: -1.52569 -2.22473 -1.29724
C: -2.62894 -2.66764 -2.25721
C: -0.24850 -3.04767 -1.49652
H: 0.81407 1.79012 -3.51340
H: 0.48179 1.86306 -1.78734
H: -0.83905 2.05528 -2.95920
H: 0.84686 -0.45750 -2.58786
H: -1.67818 -0.15110 -4.29079
H: -0.65777 -1.58158 -4.15439
H: -0.02237 -0.11547 -4.89359
H: -2.21856 1.55276 -0.85034
H: -3.84593 -0.93715 -0.15401
H: -4.25966 0.72990 0.24351
H: -2.83532 -0.03466 0.96611
H: -3.78282 -0.22753 -2.78257
H: -2.89345 1.24190 -3.17265
H: -4.32482 1.32641 -2.15117
H: -1.86830 -2.43149 -0.27670
H: -2.41476 -2.40658 -3.29391
H: -3.59226 -2.23160 -1.99319
H: -2.74144 -3.75499 -2.20444
H: 0.16532 -2.91482 -2.49897
H: -0.45894 -4.11048 -1.35823
H: 0.52048 -2.76129 -0.77585

Properties
ΔE to the lowest compared entry with this formula, charge and spin = 0.0 kJ/mol
Highest occupied orbital energy = -4.397 eV
Gap between HOMO and LUMO = 0.24054 hartree
E_tot = -72926.7293 eV
Total charge = -1

Löwdin population analysis, charges in e, atoms 1 to 4: number 1, Rb, carries 0.648; number 2, N, carries 0.020; number 3, C, carries -0.957; number 4, S, carries 0.398